{"formula": "C37H28N4S2Sn", "method": "ωB97M-V/def2-TZVPD", "max_force_ev_per_a": 0.5, "de_lowest_kj_mol": 0.00, "total_charge": 2, "e_lumo_ev": -6.02, "orbital_gap_ev": 6.7, "homo_energy_ha": -0.46867, "elements": ["Sn", "S", "S", "N", "N", "N", "N", "C", "C", "C", "C", "C", "C", "C", "C", "C", "C", "C", "C", "C", "C", "C", "C", "C", "C", "C", "C", "C", "C", "C", "C", "C", "C", "C", "C", "C", "C", "C", "C", "C", "C", "C", "C", "C", "H", "H", "H", "H", "H", "H", "H", "H", "H", "H", "H", "H", "H", "H", "H", "H", "H", "H", "H", "H", "H", "H", "H", "H", "H", "H", "H", "H"], "coordinates": [[0.34630, 0.11370, 1.08200], [-0.33324, -5.60342, -0.21543], [-1.79052, 6.08908, -2.71606], [2.56697, 0.16037, 2.40990], [-0.54070, -1.23350, -0.69285], [-0.55276, 1.48274, -0.67055], [2.38155, 0.13038, -0.27464], [-1.08377, 5.06252, -1.51075], [4.60756, 0.13038, -1.92484], [-1.33126, -2.42014, 3.82948], [-1.13799, -3.35576, -1.66439], [-2.01549, 1.29628, 3.43432], [-1.17191, 0.84484, -1.68730], [-2.48119, -1.05325, 2.04464], [-1.08798, -4.80551, -1.56558], [-1.16853, -0.58420, -1.69683], [3.72878, 0.15455, 4.49126], [-1.31816, 7.49534, -1.88171], [-1.58689, 0.08360, 3.95522], [-0.70139, -7.14584, -0.84287], [-2.44790, -0.53352, -3.77366], [-1.80245, -1.28519, -2.73449], [-1.80372, 1.55655, -2.71812], [-1.59133, -5.73725, -2.43665], [-2.67774, 1.34104, 2.21092], [2.56716, 0.17069, 3.73975], [-0.64921, 7.21030, -0.72916], [-1.77556, -2.68425, -2.69924], [-2.92665, 0.15838, 1.52618], [4.93650, 0.12619, 3.81324], [-1.13930, 3.61477, -1.61885], [3.33413, 0.13297, -2.46932], [3.61713, 0.12896, 0.26532], [-1.77353, 2.95408, -2.66408], [3.72644, 0.13446, 1.74690], [-1.79648, -1.10777, 3.26056], [2.25758, 0.13256, -1.60620], [4.74482, 0.12886, -0.54748], [-1.36997, -7.06934, -2.02565], [-2.44754, 0.81688, -3.76683], [-0.53963, 2.80149, -0.63577], [4.93807, 0.11664, 2.42623], [-0.52844, -2.55190, -0.67894], [-0.51545, 5.82350, -0.51609], [1.24903, 0.13465, -1.99556], [3.17651, 0.13557, -3.53814], [-2.10565, -5.48226, -3.35292], [-2.93750, 1.37137, -4.55714], [5.73098, 0.12990, -0.11153], [-1.55944, 8.46585, -2.28579], [5.48437, 0.13093, -2.55797], [-1.85769, 2.20787, 3.99678], [-0.26982, 7.96554, -0.05751], [-0.35053, -2.31999, 4.29659], [-2.93931, -1.07728, -4.57052], [-2.71486, -1.97711, 1.52627], [-1.09345, 0.05695, 4.92036], [1.58930, 0.19670, 4.21094], [-1.27961, -3.19220, 3.06149], [5.88000, 0.09504, 1.90048], [-2.25763, 3.52455, -3.44767], [-0.03782, 3.24848, 0.21416], [5.87249, 0.11183, 4.35488], [-0.01338, 5.41452, 0.34917], [-2.26766, -3.23688, -3.48944], [-3.03545, 2.28381, 1.81709], [-3.48310, 0.17659, 0.59636], [3.68786, 0.16402, 5.57074], [-2.02222, -2.76795, 4.59917], [-0.01713, -3.01717, 0.15716], [-0.40121, -8.02724, -0.29880], [-1.69341, -7.93738, -2.58023]], "atomic_forces_ev_per_a": [[-0.2, 0.1, -0.3], [-0.1, 0.1, -0.3], [0.1, -0.2, 0.2], [0.1, 0.0, -0.1], [0.3, 0.0, 0.1], [0.3, 0.0, 0.1], [-0.2, 0.0, 0.2], [0.0, 0.5, -0.1], [0.0, 0.0, 0.1], [0.0, 0.0, 0.0], [-0.1, 0.3, -0.1], [0.0, 0.0, 0.0], [-0.1, 0.2, -0.1], [-0.1, -0.1, 0.1], [0.1, -0.5, 0.2], [-0.1, -0.2, -0.1], [0.1, 0.0, 0.0], [0.0, 0.0, 0.0], [0.0, 0.0, -0.1], [0.0, 0.1, 0.1], [-0.1, 0.1, -0.1], [0.1, 0.2, 0.2], [0.1, -0.2, 0.2], [0.0, 0.3, -0.1], [0.0, 0.0, 0.0], [-0.1, 0.0, 0.0], [0.0, 0.1, 0.0], [0.1, -0.1, 0.1], [0.1, 0.0, 0.0], [-0.1, 0.0, 0.0], [-0.1, -0.3, -0.1], [0.1, 0.0, 0.0], [0.1, 0.0, -0.2], [0.1, 0.2, 0.2], [0.0, 0.0, 0.3], [-0.1, -0.1, 0.0], [0.0, 0.0, -0.1], [-0.1, 0.0, 0.0], [0.0, -0.2, 0.0], [-0.1, 0.0, -0.1], [0.0, 0.0, 0.0], [0.0, 0.0, -0.1], [0.0, -0.1, 0.0], [0.0, -0.3, -0.1], [0.1, 0.0, 0.0], [0.0, 0.0, 0.0], [0.0, 0.0, 0.0], [0.0, 0.0, 0.0], [0.0, 0.0, 0.0], [0.0, 0.0, 0.0], [0.0, 0.0, 0.0], [0.0, 0.0, 0.0], [0.0, 0.0, 0.0], [0.0, 0.0, 0.0], [0.0, 0.0, 0.0], [0.1, 0.0, 0.0], [0.0, 0.0, 0.0], [0.0, 0.0, 0.0], [0.0, 0.0, 0.0], [0.0, 0.0, 0.0], [0.0, 0.0, 0.0], [0.0, 0.0, 0.0], [0.0, 0.0, 0.0], [0.0, 0.0, 0.0], [0.0, 0.0, 0.0], [0.0, 0.0, 0.0], [0.0, 0.0, 0.0], [0.0, 0.0, 0.0], [0.0, 0.0, 0.0], [0.0, 0.0, 0.0], [0.0, 0.0, 0.0], [0.0, 0.0, 0.0]]}